(1)
Here is 4 unconnected molecules or ions with the total composition C27H34F34NO5S from the OMol25 dataset. Energies are from the ωB97M-V functional and the def2-TZVPD basis.

Computed properties:
HOMO-LUMO gap   0.4052 hartree
Calculated total energy   -143497.026 eV
LUMO level   -2.14 eV
Strongest force on any atom   0.0438 Eh/bohr
2S+1   1
Total charge   +1

```
102
C27H34F34NO5S, DFT the ωB97M-V functional and the def2-TZVPD basis
C -5.0083 -0.0727 1.8159
C -4.3483 -1.4215 2.1133
O -5.2316 -2.4521 1.7524
C -3.1105 -1.4905 1.2286
O -2.1805 -2.4350 1.7684
N -0.9973 -2.4973 0.9749
C -1.2399 -3.5328 -0.0757
C -0.4525 -3.3547 -1.3746
C -0.4053 -1.9250 -1.9458
C -1.7856 -1.4292 -2.4143
C -2.1014 0.0603 -2.3664
F -2.4384 0.5083 -3.5438
F -3.2411 0.1924 -1.6400
C -1.1155 1.0127 -1.6486
F -1.7806 2.1208 -1.4786
F -0.8674 0.6176 -0.4217
S 0.4421 1.5205 -2.5578
F 1.3373 0.6423 -1.6141
F 0.6120 2.7123 -1.5490
F -0.3796 2.4756 -3.4709
F 0.2900 0.3830 -3.6161
F 1.7503 1.9715 -3.2699
C 0.0951 -2.8138 1.9337
C 1.4629 -2.3927 1.4713
C 1.5615 -0.9285 1.0457
F 1.9838 -3.2376 0.5300
H -5.7350 0.1762 2.5745
H -5.4459 -0.1116 0.8252
H -4.2773 0.7265 1.7992
H -4.0603 -1.4848 3.1595
H -6.0852 -2.0509 1.5681
H -2.7045 -0.4888 1.1154
H -3.4695 -1.8455 0.2666
H -0.8727 -1.5458 0.6080
H -0.9334 -4.4748 0.3535
H -2.2867 -3.6479 -0.3041
H -0.9579 -3.9619 -2.1187
H 0.5638 -3.7203 -1.3336
H 0.1204 -1.3041 -1.2290
H 0.2369 -1.9868 -2.8120
H -2.5512 -1.9620 -1.8692
H -1.9190 -1.7527 -3.4373
H 0.0798 -3.8540 2.2202
H -0.1208 -2.2610 2.8365
H 2.1144 -2.5071 2.3274
H 0.6633 -0.3718 1.2962
H 2.3665 -0.4548 1.5868
H 1.7919 -0.8641 -0.0008
C 7.8800 -1.4033 1.9145
C 8.6751 -0.8908 0.7052
C 8.3211 0.5141 0.2187
F 7.0273 0.5784 -0.1806
F 9.0945 0.8283 -0.8440
F 8.5717 -1.7809 -0.3068
F 9.9828 -0.8678 1.0744
O 6.7756 -2.2441 1.6188
C 5.5873 -1.6537 1.3053
C 5.1638 -1.9743 -0.1254
F 6.0849 -1.5481 -1.0050
F 3.9983 -1.3277 -0.4032
F 5.6267 -0.3261 1.5243
F 4.6474 -2.1647 2.1485
H 8.5621 -2.0394 2.4749
H 7.6077 -0.5990 2.5972
H 8.4952 1.2558 1.0037
H 5.0214 -3.0483 -0.2617
C -11.2000 1.3162 1.2181
C -10.0397 2.2178 1.6634
C -8.6739 1.8945 1.0635
F -8.2719 0.6463 1.4076
F -7.7460 2.7620 1.5378
F -9.9680 2.2275 3.0117
F -10.3504 3.4854 1.2786
O -11.5412 0.2597 2.0929
C -10.8377 -0.9176 2.0007
C -10.0597 -1.2102 3.2822
F -9.1837 -0.2157 3.5455
F -9.3511 -2.3539 3.1314
F -10.0309 -0.9172 0.9166
F -11.7387 -1.9035 1.8223
H -12.0824 1.9533 1.2060
H -11.0792 0.9699 0.1917
H -8.6913 1.9808 -0.0264
H -10.7393 -1.3168 4.1296
C 5.0809 2.9143 -2.3238
C 5.7920 3.3411 -3.6156
C 7.1561 2.7038 -3.8752
F 8.0358 3.0182 -2.9002
F 7.6525 3.1712 -5.0449
F 5.8847 4.6865 -3.6502
F 4.9776 2.9799 -4.6491
O 5.2106 3.7817 -1.2145
C 6.3221 3.6581 -0.4134
C 7.1850 4.9183 -0.4444
F 7.6005 5.1765 -1.6992
F 8.2803 4.7329 0.3288
F 7.0287 2.5577 -0.7353
F 5.8749 3.4833 0.8529
H 4.0166 2.9302 -2.5499
H 5.3018 1.8802 -2.0566
H 7.0702 1.6152 -3.9481
H 6.6233 5.7783 -0.0730
```

These are the Löwdin partial charges, in e, on atoms 1 to 4: -0.0246, -0.3892, -0.0021, -0.1291

---

(2)
Here is 6 unconnected molecules or ions with the total composition C24H48O12S6 from the OMol25 dataset. Energies are from the ωB97M-V functional and the def2-TZVPD basis.

Computed properties:
ΔE to the lowest compared entry with this formula, charge and spin   514.0 kJ/mol
HOMO-LUMO gap   0.3797 hartree
Calculated total energy   -115240.476 eV
Structure (SMILES)   O=S1(=O)CCCC1.O=S1(=O)CCCC1.O=S1(=O)CCCC1.O=S1(=O)CCCC1.O=S1(=O)CCCC1.O=S1(=O)CCCC1
LUMO level   0.31 eV
Strongest force on any atom   0.0841 Eh/bohr
2S+1   1
Total charge   0

```
90
C24H48O12S6, DFT the ωB97M-V functional and the def2-TZVPD basis
C 8.9074 3.4605 -5.5042
C 9.4483 2.0507 -5.4559
C 8.4014 0.9717 -5.7096
S 7.0798 1.7364 -6.8039
O 5.7598 1.8460 -6.1204
O 7.0683 1.1771 -8.1344
C 7.9519 3.4716 -6.7019
H 9.6724 4.2366 -5.5268
H 8.3553 3.5138 -4.5659
H 9.8686 1.9256 -4.4580
H 10.2979 1.9850 -6.1355
H 7.9076 0.6373 -4.7972
H 8.8012 0.1249 -6.2675
H 7.2267 4.2769 -6.8189
H 8.5944 3.5068 -7.5817
C -5.9897 -8.4700 3.7461
C -7.4144 -8.4590 3.3138
C -7.4004 -8.4904 1.6773
S -5.7261 -9.1223 1.1304
O -4.9141 -8.0731 0.4763
O -5.8372 -10.4139 0.4093
C -5.0715 -9.3643 2.8547
H -6.1381 -8.6598 4.8092
H -5.6573 -7.4322 3.7269
H -7.7783 -7.4484 3.4991
H -8.1005 -9.1947 3.7336
H -7.4913 -7.5547 1.1257
H -8.1090 -9.1588 1.1882
H -4.0037 -9.1460 2.8355
H -5.2598 -10.4027 3.1271
C 2.9087 -4.6172 1.9100
C 3.7376 -3.4335 2.0382
C 3.1655 -2.4867 3.1334
S 1.2881 -2.8054 3.3069
O 0.5627 -2.0103 2.2585
O 0.8531 -2.7957 4.7255
C 1.4816 -4.5028 2.5742
H 3.4968 -5.5301 2.0048
H 2.6462 -4.8146 0.8707
H 3.8748 -2.9534 1.0693
H 4.7694 -3.5034 2.3827
H 3.3242 -1.4474 2.8456
H 3.5761 -2.6809 4.1243
H 0.6380 -4.6700 1.9045
H 1.4657 -5.2927 3.3252
C -2.4429 -0.6192 -4.0063
C -3.0776 0.2172 -5.1420
C -3.7038 -0.6936 -6.2501
S -3.4041 -2.5121 -5.4952
O -2.1851 -3.0591 -5.9923
O -4.5394 -3.3994 -5.5298
C -3.1613 -1.9890 -3.7528
H -2.3942 0.0310 -3.1329
H -1.3866 -0.8454 -4.1519
H -2.3267 0.8718 -5.5844
H -3.6936 0.9977 -4.6954
H -3.3455 -0.6960 -7.2795
H -4.7619 -0.4344 -6.2881
H -2.6760 -2.6823 -3.0658
H -4.1891 -1.8692 -3.4101
C -3.5512 3.9249 5.0919
C -5.0803 4.3384 4.9807
C -5.4092 4.9545 6.3998
S -4.4950 3.9619 7.6550
O -5.4190 2.8924 8.0623
O -3.9581 4.8600 8.6351
C -3.3680 3.1289 6.4205
H -2.8819 4.7755 4.9632
H -3.3479 3.3066 4.2175
H -5.7104 3.4510 4.9212
H -5.1567 5.0825 4.1879
H -6.4701 4.7770 6.5758
H -5.1200 5.9933 6.5594
H -3.7021 2.0968 6.5269
H -2.3600 3.0301 6.8236
C 2.2655 7.9702 0.5403
C 2.6985 8.2079 -0.9055
C 3.4999 6.9863 -1.4623
S 3.9870 5.9285 -0.1489
O 5.1808 6.5615 0.4839
O 3.9755 4.5920 -0.6868
C 2.4800 6.3728 0.8508
H 1.2349 8.1464 0.8482
H 2.8361 8.5867 1.2349
H 3.3083 9.0820 -1.1338
H 1.8025 8.3651 -1.5060
H 4.4215 7.2170 -1.9967
H 3.0136 6.3405 -2.1933
H 2.6854 6.0126 1.8589
H 1.6902 5.7526 0.4270
```

These are the Löwdin partial charges, in e, on atoms 1 to 4: -0.2325, -0.2578, -0.1949, 0.7376

---

(3)
Here is 2 unconnected molecules or ions with the total composition H3NOPS from the OMol25 dataset. Energies are from the ωB97M-V functional and the def2-TZVPD basis.

Computed properties:
ΔE to the lowest compared entry with this formula, charge and spin   126.1 kJ/mol
HOMO-LUMO gap (alpha / beta)   0.2289 / 0.1892 hartree
Calculated total energy   -23706.596 eV
⟨S²⟩   2.0126
LUMO level (alpha / beta)   4.07 / 2.50 eV
Strongest force on any atom   0.0529 Eh/bohr
2S+1   3
Total charge   -1

```
7
H3NOPS, DFT the ωB97M-V functional and the def2-TZVPD basis
N -0.2890 1.5214 0.7352
O -0.8836 0.3918 1.0491
P 0.6679 -1.5533 -0.2833
S 1.8633 -0.0355 -0.6934
H -0.7776 2.0469 -0.1411
H -0.3181 -1.5134 -1.3040
H -0.2629 -0.8578 0.6374
```

These are the Löwdin partial charges, in e, on atoms 1 to 4: -0.2150, -0.4573, 0.1142, -0.1267

---

(4)
Here is a molecular structure, C28H35AsNO7RuS4 from the OMol25 dataset. Energies are from the ωB97M-V functional and the def2-TZVPD basis.

Computed properties:
ΔE to the lowest compared entry with this formula, charge and spin   211.3 kJ/mol
HOMO-LUMO gap (alpha / beta)   0.2506 / 0.2767 hartree
Calculated total energy   -152186.330 eV
⟨S²⟩   0.7932
LUMO level (alpha / beta)   -0.91 / -0.29 eV
Strongest force on any atom   0.0077 Eh/bohr
2S+1   2
Total charge   0

```
77
C28H35AsNO7RuS4, DFT the ωB97M-V functional and the def2-TZVPD basis
Ru 0.1998 -0.1543 -0.4124
C 1.0772 -2.5497 -3.0655
C 1.4360 -1.2833 -3.8551
S 0.9633 0.3157 -3.1286
C -0.4452 0.8050 -4.1843
C -1.7509 1.2033 -3.4866
S -2.3319 0.2195 -2.0909
C -2.7933 -1.3462 -2.8624
C -1.6399 -2.2236 -3.3296
S -0.3919 -2.4670 -2.0368
H 1.8784 -2.8359 -2.3845
H 0.9560 -3.3809 -3.7627
H 1.0201 -1.3079 -4.8619
H 2.5191 -1.2430 -3.9476
H -0.6249 -0.0054 -4.8860
H -0.1141 1.6579 -4.7793
H -2.5424 1.2441 -4.2388
H -1.6675 2.2085 -3.0709
H -3.4799 -1.1551 -3.6899
H -3.3600 -1.8666 -2.0904
H -1.1538 -1.7935 -4.2017
H -2.0325 -3.1971 -3.6304
O 3.4793 -0.7471 -1.6678
As 3.0861 -1.7304 -0.2612
O 3.5597 -3.2573 -0.5423
O 1.3899 -1.6633 -0.0287
C 3.9972 -0.9246 1.2244
C 5.0421 -1.6922 1.7342
C 5.8510 -1.1854 2.7388
C 5.6306 0.0968 3.2205
C 4.5943 0.8632 2.7108
C 3.7690 0.3568 1.7135
S 2.4121 1.4770 1.2361
O 2.0232 0.8529 -0.1569
O 3.1182 2.7460 1.0082
O -0.0752 -0.4070 2.3000
H 3.1994 0.1592 -1.4343
H 5.2077 -2.6810 1.3235
H 6.6592 -1.7863 3.1351
H 6.2717 0.5054 3.9913
H 4.4283 1.8729 3.0651
C -3.7200 -2.3184 2.0335
C -2.4776 -3.2127 2.2214
C -1.6958 -3.0277 0.9234
O -2.0523 -1.7267 0.4538
C -3.4467 -1.5744 0.7188
H -3.8206 -1.6142 2.8544
H -4.6415 -2.8966 1.9753
H -2.7355 -4.2583 2.3831
H -1.8888 -2.8828 3.0783
H -1.9848 -3.7802 0.1798
H -0.6125 -3.0501 1.0318
H -4.0251 -2.0265 -0.0974
H -3.6698 -0.5101 0.7593
C 0.8756 5.3151 -0.1777
C 0.7883 4.4506 -1.2593
C 0.2819 3.1747 -1.0913
C -0.1274 2.7293 0.1620
C -0.0366 3.6040 1.2459
C 0.4587 4.8847 1.0719
N -0.6126 1.4009 0.3122
C -1.5065 1.2247 1.4020
C -2.6798 1.9678 1.4804
C -3.5278 1.8581 2.5723
C -3.1970 1.0036 3.6136
C -2.0393 0.2421 3.5429
C -1.2095 0.3354 2.4371
H 1.2764 6.3118 -0.3061
H 1.1204 4.7688 -2.2393
H 0.2287 2.4979 -1.9300
H -0.3285 3.2688 2.2320
H 0.5428 5.5420 1.9275
H -2.9034 2.6540 0.6729
H -4.4332 2.4484 2.6151
H -3.8383 0.9220 4.4814
H -1.7755 -0.4339 4.3497
H 0.0482 -0.9923 3.0552
```

These are the Löwdin partial charges, in e, on atoms 1 to 4: 1.1944, -0.4885, -0.4782, 0.8862